86
Properties=species:S:1:pos:R:3:forces:R:3:lowdin_charge:R:1 method="wB97M-V/def2-TZVPD" e_lumo_ev=0.43 homo_lumo_gap_ev=8.448 e_tot_ev=-133312.9109
O 5.4836 3.0524 -1.1863 -0.116 -0.218 0.040 0.08
C 4.3480 3.3213 -0.8904 0.804 0.256 0.103 -0.53
N 4.0117 4.2883 0.0946 -0.602 -0.832 -0.457 0.07
C 2.5360 4.2526 0.2389 0.169 0.441 0.681 -0.20
C 2.1253 2.8859 -0.2522 -0.294 -0.242 -0.379 -0.19
C 3.0744 2.7143 -1.4386 -0.147 0.196 -0.071 -0.39
P 2.6156 3.7049 -2.9243 0.194 -0.401 -0.369 0.37
S 3.4714 3.1612 -4.5793 -0.045 -0.024 0.023 0.09
H 4.4700 3.9844 0.9450 0.246 0.511 0.113 0.13
H 2.2848 4.4528 1.2766 -0.237 -0.123 0.028 0.10
H 2.0747 5.0376 -0.3604 0.124 0.126 -0.048 0.10
H 2.3373 2.1559 0.5307 0.051 -0.173 -0.076 0.12
H 1.0980 2.7518 -0.5705 -0.226 0.208 0.234 0.08
H 3.1992 1.7045 -1.8151 0.209 -0.095 0.062 0.11
H 1.2177 3.6982 -2.9501 -0.120 0.049 0.208 -0.02
H 2.9469 5.0002 -2.5170 -0.131 0.222 0.049 -0.01
C -0.4389 -0.5631 -0.7652 -0.064 -0.089 0.068 -0.25
S -0.8125 0.3963 -2.2316 0.265 -0.006 -0.024 0.81
O -0.2392 1.7531 -1.9620 -0.049 0.140 -0.102 -0.57
C -2.5723 0.4776 -1.9797 -0.131 0.057 -0.048 -0.26
H 0.6405 -0.6960 -0.7291 -0.009 0.012 -0.019 0.01
H -0.7864 -0.0135 0.1094 -0.024 0.008 -0.014 0.06
H -0.9315 -1.5334 -0.8266 -0.004 0.002 -0.012 0.06
H -2.7877 0.8883 -0.9956 0.002 -0.014 0.007 0.05
H -2.9666 -0.5337 -2.0629 -0.030 0.009 -0.028 0.04
H -2.9912 1.1011 -2.7672 0.034 0.003 -0.027 0.06
C 0.9667 -1.6915 -4.8189 -0.004 -0.023 -0.002 -0.27
S -0.6817 -1.3923 -5.4478 -0.004 0.133 -0.010 0.81
O -1.6430 -2.0124 -4.4871 0.031 -0.102 0.109 -0.59
C -0.5723 -2.5351 -6.8297 0.007 0.006 -0.019 -0.26
H 1.0816 -1.0900 -3.9212 0.004 0.012 -0.004 0.02
H 1.0859 -2.7442 -4.5694 -0.001 0.007 0.018 0.04
H 1.6950 -1.3747 -5.5655 -0.002 0.011 0.002 0.06
H -0.3504 -3.5303 -6.4454 0.015 -0.011 0.004 0.06
H 0.2048 -2.1991 -7.5159 -0.013 -0.015 -0.010 0.05
H -1.5375 -2.5300 -7.3318 -0.015 0.012 -0.015 0.04
C 0.5999 2.0494 5.3656 -0.021 -0.069 -0.013 -0.27
S 0.6938 3.5215 4.3581 -0.025 0.100 0.047 0.81
O 0.6173 3.1016 2.9326 0.096 -0.043 -0.120 -0.56
C 2.4274 3.8580 4.6941 0.018 0.027 0.031 -0.27
H -0.4062 1.6475 5.2629 -0.006 0.008 -0.008 0.05
H 1.3292 1.3236 5.0048 -0.008 0.001 -0.023 0.06
H 0.7973 2.3112 6.4046 -0.035 -0.050 0.008 0.01
H 3.0194 2.9954 4.3878 -0.001 -0.001 -0.011 0.06
H 2.5546 4.0565 5.7581 0.014 -0.002 0.001 0.05
H 2.7085 4.7355 4.1151 0.005 0.007 0.001 0.04
C -6.5032 -0.7606 0.4836 -0.020 0.026 0.036 -0.27
S -5.0178 -1.7432 0.7127 0.086 -0.097 -0.282 0.81
O -3.8633 -0.8150 0.5664 0.146 0.200 0.302 -0.57
C -5.0858 -2.5702 -0.8730 -0.210 -0.144 -0.008 -0.28
H -6.5939 -0.1027 1.3453 -0.008 0.007 0.002 0.05
H -6.3979 -0.1760 -0.4295 0.005 0.002 -0.005 0.06
H -7.3680 -1.4214 0.4273 -0.006 0.004 0.001 0.05
H -5.1238 -1.8207 -1.6610 0.018 -0.032 -0.038 0.03
H -5.9557 -3.2243 -0.9355 0.005 -0.012 0.004 0.06
H -4.1746 -3.1571 -0.9696 0.007 -0.006 0.026 0.05
C -3.7494 -4.1626 -4.9318 0.009 -0.050 0.136 -0.27
S -4.6185 -2.6290 -5.2640 0.219 0.040 -0.144 0.80
O -5.2635 -2.2271 -3.9850 -0.118 0.031 0.154 -0.55
C -5.9222 -3.3459 -6.2716 -0.041 -0.048 0.033 -0.27
H -2.9207 -3.9161 -4.2709 -0.013 0.061 -0.094 0.03
H -4.4311 -4.8610 -4.4469 -0.076 -0.009 -0.052 0.06
H -3.3648 -4.5715 -5.8659 0.009 -0.011 -0.016 0.05
H -6.4478 -4.1039 -5.6915 -0.018 -0.009 -0.012 0.05
H -5.4885 -3.7736 -7.1754 -0.007 -0.006 -0.006 0.05
H -6.6017 -2.5385 -6.5351 -0.016 0.001 -0.006 0.05
C 2.7432 -4.2588 -0.1997 0.002 0.000 0.037 -0.26
S 2.6633 -2.8346 -1.2892 0.011 0.053 0.069 0.80
O 2.5573 -3.3669 -2.6720 0.025 -0.073 -0.087 -0.54
C 4.3642 -2.3098 -1.0626 0.017 0.010 -0.007 -0.26
H 1.7753 -4.7529 -0.2478 -0.002 -0.008 0.001 0.05
H 3.5262 -4.9298 -0.5516 -0.004 -0.005 -0.008 0.06
H 2.9391 -3.9255 0.8192 -0.005 -0.012 0.006 0.05
H 5.0293 -3.1240 -1.3487 0.002 0.000 -0.009 0.06
H 4.5181 -2.0228 -0.0226 0.009 0.011 -0.003 0.06
H 4.5253 -1.4502 -1.7101 0.011 0.006 -0.002 0.05
C 1.3999 0.9754 10.8893 0.003 -0.005 0.045 -0.27
S 1.4823 2.4576 9.8833 -0.040 0.021 -0.002 0.82
O 1.3776 2.0026 8.4686 0.040 0.032 -0.011 -0.56
C 3.2185 2.8051 10.1726 0.022 0.006 0.035 -0.27
H 0.3922 0.5782 10.7915 -0.004 -0.006 -0.002 0.05
H 2.1260 0.2538 10.5170 0.000 -0.005 -0.007 0.06
H 1.5971 1.2324 11.9298 -0.005 -0.015 0.005 0.05
H 3.8099 1.9475 9.8542 0.003 -0.003 -0.008 0.06
H 3.3739 3.0200 11.2296 0.014 0.005 -0.003 0.05
H 3.4745 3.6794 9.5783 0.005 0.004 -0.004 0.05

=====

19
Properties=species:S:1:pos:R:3:forces:R:3:lowdin_charge:R:1 method="wB97M-V/def2-TZVPD" de_lowest_kcal_mol=0.00 s2=2.010 e_lumo_ev="0.72 / -2.21" homo_lumo_gap_ev="8.291 / 7.330" e_tot_ev=-24804.1430 spin_multiplicity=3
C 0.7423 -0.3942 -1.1202 -0.049 -0.640 0.487 -0.34
C -0.1214 0.8357 2.1718 -0.221 -1.360 -2.450 -0.05
C -1.7652 -0.7510 1.3882 -3.315 -1.458 -2.045 -0.17
C 2.4958 -0.6893 -2.6546 0.738 0.701 1.355 -0.01
N -1.2550 0.5250 1.2776 0.144 2.478 -0.389 -0.38
O 1.0116 -1.1326 -0.2149 0.542 0.209 -0.934 0.09
O -2.6136 0.7659 -0.8375 -0.449 0.051 -0.268 -0.36
O -0.9643 2.5684 -0.2377 0.006 -0.184 0.210 -0.35
O 1.2970 -0.0274 -2.2294 -0.891 0.145 0.404 -0.04
S -1.3277 1.1616 -0.3162 -0.254 1.204 0.999 0.76
H -0.3740 0.3607 3.1228 0.418 0.384 -0.048 0.10
H 0.7608 0.3780 1.6388 -0.339 0.480 1.294 0.09
H -0.1071 1.8915 2.1303 0.656 1.143 0.745 0.06
H -2.3720 -0.8130 2.2874 0.507 -0.497 0.550 0.10
H -2.6049 -0.8334 0.5662 1.823 -0.344 1.450 0.12
H -0.9687 -1.4545 1.2203 -0.037 -1.025 0.397 0.07
H 3.2800 0.0840 -2.4686 -0.167 -1.148 -0.359 0.12
H 2.3121 -0.8778 -3.6790 0.352 -0.343 -1.026 0.08
H 2.5742 -1.5977 -2.0451 0.536 0.204 -0.373 0.10

=====

109
Properties=species:S:1:pos:R:3:forces:R:3:lowdin_charge:R:1 method="wB97M-V/def2-TZVPD" total_charge=-1 e_lumo_ev=2.10 homo_lumo_gap_ev=6.393 e_tot_ev=-141356.9629
C 3.4486 0.6873 2.8554 -0.188 0.036 0.265 -0.10
C 2.1633 -0.0835 2.5638 0.024 -0.152 -0.225 -0.22
C 1.9335 -0.4079 1.0725 -0.077 -0.119 0.004 -0.27
C 2.0226 0.8298 0.1812 -0.015 0.141 -0.051 -0.06
C 0.5948 -1.1917 0.7997 -0.024 0.334 -0.476 -0.25
O -0.4055 -0.4474 0.1241 0.392 0.143 0.176 -0.04
B -1.4913 -0.0565 1.0882 -0.363 -0.014 0.013 -0.67
C -1.8987 1.5407 1.1592 0.089 -0.399 0.045 -0.12
C -1.8403 2.1811 2.5544 -0.008 0.301 -0.042 -0.20
C -0.4330 2.5772 2.9937 -0.007 -0.051 0.008 -0.19
F -0.0772 2.0069 4.2341 -0.089 0.153 -0.190 -0.09
O -0.9656 -0.5692 2.3958 0.015 -0.075 -0.257 -0.02
C -0.1537 -1.6540 2.0464 -0.226 0.130 0.571 -0.33
C -1.0460 -2.8638 1.6909 -0.458 0.048 0.060 -0.14
C -0.5278 -4.2210 1.9439 -0.010 -1.314 -1.046 -0.74
O -0.5395 -5.1705 1.2101 0.062 0.950 0.737 0.00
Br 0.2026 -4.5535 3.7600 0.040 0.080 0.220 0.65
H 3.4229 1.6952 2.4354 0.089 -0.058 -0.050 0.06
H 4.3237 0.1510 2.4781 -0.013 0.097 -0.064 0.07
H 3.5683 0.8016 3.9385 0.037 -0.081 -0.133 0.07
H 1.3006 0.4500 2.9635 0.013 -0.019 0.065 0.09
H 2.2298 -1.0398 3.0946 -0.030 0.260 0.031 0.08
H 2.7477 -1.0849 0.7755 -0.030 0.102 0.059 0.12
H 2.8398 1.4832 0.4957 -0.015 -0.141 -0.067 0.05
H 2.2047 0.5627 -0.8646 -0.108 -0.049 0.096 0.08
H 1.0944 1.4000 0.2151 -0.025 -0.024 0.030 0.07
H 0.8269 -2.0528 0.1511 0.172 -0.001 0.115 0.15
H -2.5337 -0.7055 0.7617 0.174 -0.033 0.072 0.10
H -1.2825 2.1241 0.4584 -0.012 0.034 0.056 0.09
H -2.9286 1.6294 0.8034 0.110 0.084 -0.071 0.05
H -2.4604 3.0893 2.5644 0.018 -0.086 0.081 0.09
H -2.2572 1.5167 3.3171 0.109 -0.073 -0.082 0.11
H 0.3103 2.2593 2.2584 -0.010 -0.104 0.133 0.10
H -0.3423 3.6604 3.1269 0.026 -0.062 0.020 0.11
H 0.4553 -1.9031 2.9178 0.116 -0.102 -0.206 0.10
H -1.3507 -2.8536 0.6410 0.045 0.128 0.115 0.13
H -1.9524 -2.7407 2.3011 0.122 -0.128 -0.001 0.15
O -4.6888 1.7896 -1.3291 -0.112 0.269 0.033 0.11
C -5.1777 0.7653 -0.9469 0.135 -0.421 -0.165 -0.48
O -4.9550 0.2404 0.2686 -0.243 0.382 -0.044 0.02
C -5.5540 -1.0557 0.3805 0.030 -0.131 0.052 -0.15
C -6.6653 -1.0760 -0.6640 0.014 0.058 -0.064 -0.16
C -6.0791 -0.1693 -1.7414 -0.134 -0.038 0.170 -0.08
H -4.7756 -1.7957 0.1865 0.010 0.001 0.006 0.12
H -5.9111 -1.1756 1.4000 0.051 0.042 0.030 0.13
H -6.9082 -2.0809 -1.0039 0.051 -0.016 -0.006 0.11
H -7.5715 -0.6272 -0.2537 -0.007 -0.009 0.014 0.11
H -5.4484 -0.7196 -2.4419 0.014 0.022 -0.035 0.13
H -6.8173 0.4016 -2.2983 0.056 0.017 -0.083 0.12
O -2.7053 7.1824 -4.6768 0.055 0.092 -0.015 0.10
C -3.2166 6.1569 -4.3244 0.014 -0.089 -0.063 -0.51
O -3.0413 5.6449 -3.0934 0.006 -0.020 0.032 0.02
C -3.6847 4.3515 -2.9823 -0.046 -0.121 0.045 -0.14
C -4.7522 4.3543 -4.0691 0.022 0.055 -0.052 -0.15
C -4.1107 5.2371 -5.1369 -0.141 -0.055 0.202 -0.08
H -2.9302 3.5804 -3.1414 0.003 -0.007 0.000 0.13
H -4.0818 4.2367 -1.9798 0.074 0.064 0.040 0.11
H -5.0065 3.3520 -4.4047 0.047 -0.025 0.016 0.11
H -5.6603 4.8275 -3.6932 -0.012 -0.011 0.012 0.12
H -3.4738 4.6666 -5.8158 0.001 0.014 -0.034 0.13
H -4.8168 5.8206 -5.7212 0.070 0.023 -0.086 0.12
O 4.4084 -1.9529 4.6074 0.034 0.083 0.073 0.13
C 4.4008 -2.9078 3.8920 -0.021 -0.116 0.038 -0.49
O 3.8318 -2.9020 2.6651 0.036 -0.066 -0.058 0.01
C 3.8935 -4.2098 2.0753 0.036 -0.146 -0.017 -0.15
C 5.0479 -4.9137 2.7835 0.014 0.028 0.066 -0.15
C 4.9860 -4.2822 4.1708 0.078 -0.041 -0.226 -0.08
H 2.9424 -4.7149 2.2534 -0.043 0.020 0.005 0.09
H 4.0480 -4.1055 1.0044 -0.044 0.156 0.000 0.13
H 4.9476 -5.9975 2.7776 -0.054 0.001 0.011 0.11
H 5.9912 -4.6562 2.2996 0.001 0.000 -0.011 0.11
H 4.3000 -4.8090 4.8365 -0.002 -0.003 0.026 0.13
H 5.9514 -4.1841 4.6591 -0.038 0.016 0.107 0.12
O 4.8776 -0.0240 -1.0576 0.178 -0.306 0.029 0.13
C 5.2440 0.8967 -1.7168 -0.156 0.246 0.037 -0.48
O 6.1409 0.7538 -2.7373 0.027 -0.031 -0.033 0.01
C 6.4307 2.0323 -3.3206 0.013 0.063 -0.003 -0.17
C 5.2492 2.9252 -2.9586 0.029 -0.103 0.086 -0.16
C 4.8285 2.3501 -1.6098 -0.013 0.005 -0.260 -0.07
H 7.3686 2.3996 -2.8948 0.000 0.019 0.006 0.12
H 6.5635 1.8918 -4.3916 0.003 -0.047 0.000 0.12
H 5.4982 3.9823 -2.9370 0.029 0.010 0.024 0.11
H 4.4403 2.7870 -3.6753 0.011 0.026 -0.048 0.11
H 5.3672 2.7987 -0.7734 -0.018 0.018 0.029 0.14
H 3.7636 2.4232 -1.4134 0.016 0.016 0.126 0.10
O 2.5972 5.0690 -1.2473 0.034 -0.050 0.116 0.14
C 2.3494 5.5223 -2.3211 0.013 0.087 0.033 -0.48
O 3.0836 5.1920 -3.4199 0.056 -0.005 -0.072 -0.01
C 2.6557 5.9536 -4.5564 -0.094 0.025 -0.038 -0.16
C 1.2276 6.3799 -4.2360 -0.048 -0.019 0.089 -0.15
C 1.2720 6.5127 -2.7147 -0.023 -0.147 -0.242 -0.06
H 3.3281 6.8073 -4.6725 -0.011 0.024 -0.001 0.12
H 2.7323 5.3206 -5.4377 0.038 -0.030 0.018 0.12
H 0.9292 7.2852 -4.7566 -0.018 0.053 0.001 0.12
H 0.5356 5.5845 -4.5147 -0.019 0.022 -0.012 0.12
H 1.5956 7.5051 -2.3964 -0.013 0.021 0.040 0.13
H 0.3370 6.2710 -2.2177 0.003 0.045 0.062 0.13
O -5.0941 -9.6060 1.0007 -0.072 -0.083 -0.016 0.11
C -4.2115 -8.9441 1.4632 0.098 0.019 -0.060 -0.50
O -4.4469 -7.8050 2.1489 -0.008 0.084 0.060 0.02
C -3.2035 -7.1660 2.5071 0.154 0.051 0.004 -0.15
C -2.1633 -8.2784 2.4844 0.006 -0.071 -0.050 -0.15
C -2.7151 -9.1913 1.3914 0.021 0.088 0.237 -0.08
H -2.9830 -6.3921 1.7701 -0.013 -0.010 -0.013 0.12
H -3.3207 -6.7036 3.4832 -0.100 -0.001 -0.002 0.13
H -1.1593 -7.9036 2.2993 -0.025 0.058 -0.051 0.11
H -2.1621 -8.8045 3.4404 0.001 0.007 0.012 0.12
H -2.3734 -8.8976 0.3974 0.011 -0.016 -0.021 0.13
H -2.5032 -10.2460 1.5424 -0.017 -0.035 -0.110 0.12

=====

81
Properties=species:S:1:pos:R:3:forces:R:3:lowdin_charge:R:1 method="wB97M-V/def2-TZVPD" total_charge=-1 e_lumo_ev=2.01 homo_lumo_gap_ev=7.831 e_tot_ev=-232887.4962
C 4.1270 -0.0067 2.8366 0.080 0.039 0.041 -0.11
C 4.4744 -0.1073 1.3468 0.061 0.131 0.407 -0.26
C 3.8175 0.8119 0.3090 0.450 0.091 -0.366 -0.18
C 2.4186 0.5165 -0.3008 0.463 0.295 0.591 -0.22
N 2.2569 1.2828 -1.5539 0.029 -0.086 0.018 -0.07
C 2.0473 2.7162 -1.4512 -0.044 -0.120 -0.158 -0.03
C 3.1105 1.0485 -2.6923 0.229 0.118 -0.085 -0.48
C 2.3882 0.5927 -3.9304 0.330 0.297 -0.196 0.02
O 4.2882 1.3274 -2.7004 -0.368 -0.039 -0.069 0.04
C 1.2916 0.9312 0.7670 -0.221 -0.193 -0.898 -0.10
P 1.5392 2.4529 1.8071 0.297 -0.192 0.542 0.48
O 2.8755 2.6119 2.3984 0.086 0.011 -0.129 -0.27
O 1.0764 3.8146 1.1267 -0.100 0.095 -0.132 -0.12
O 0.4341 2.3096 2.9498 0.094 0.276 -0.003 -0.12
C -0.2377 0.6766 0.3790 0.057 0.457 0.214 -0.33
C -1.1688 1.9051 0.4680 -0.321 -0.373 -0.440 -0.12
C -2.6207 1.5339 0.1541 -0.162 0.204 0.408 -0.23
C -3.4653 2.7328 -0.2951 -0.297 -0.168 0.316 -0.44
S -4.3852 2.4395 -1.8314 0.264 0.112 -0.109 0.91
C -5.1787 0.9243 -1.5238 -0.095 0.226 -0.033 -1.16
S -5.6250 0.0150 -2.7993 -0.055 -0.102 -0.031 0.68
N -5.4621 0.6353 -0.1651 0.158 -0.439 0.061 -0.20
C -6.9003 0.7788 0.1116 -0.013 0.407 0.175 -0.17
C -7.4130 -0.0308 1.3033 -0.149 -0.170 0.011 -0.19
O -6.8770 -1.3344 1.4622 -0.114 -0.018 -0.140 -0.14
C -6.0014 -1.7105 0.4029 0.078 -0.016 0.221 -0.19
C -4.9165 -0.6725 0.2887 -0.260 -0.001 -0.089 -0.16
C -0.8693 -0.3777 1.3760 0.012 0.024 -0.325 -0.68
O -1.8098 -1.0402 0.9188 -0.117 -0.345 -0.153 -0.02
O -0.4032 -0.3368 2.5213 0.275 -0.179 0.572 -0.01
O -0.4165 0.3499 -1.0129 0.308 -0.472 0.187 -0.26
S -0.2559 -1.2014 -1.4732 -0.181 0.361 -0.222 0.98
O -0.7976 -1.1945 -2.8122 -0.027 -0.018 -0.059 -0.38
O 1.3738 -1.0929 -1.7918 -0.003 -0.417 0.326 -0.33
C 2.2567 -1.0627 -0.6626 -0.429 0.345 -0.942 -0.43
O 1.5878 -1.7621 0.3361 0.109 0.250 0.361 -0.15
C 2.2166 -2.5302 1.3495 0.124 -0.447 0.434 -0.25
C 1.1398 -3.3257 2.0594 -0.065 -0.007 -0.265 -0.05
C 3.4291 -1.9092 -1.2485 0.008 -0.162 0.244 -0.51
Br 5.2081 -1.2864 -1.4903 0.286 -0.356 -0.281 0.99
C 3.2697 -3.1663 -1.6776 0.120 -0.046 -0.042 -0.72
C 4.3512 -4.0054 -2.2970 -0.072 -0.149 -0.004 -0.20
Br 1.6489 -4.1381 -1.5533 -0.157 0.046 -0.010 0.91
H 4.6823 0.8035 3.3015 -0.088 0.168 0.015 0.07
H 3.0804 0.1788 3.0510 -0.151 -0.072 -0.051 0.05
H 4.4174 -0.9265 3.3496 0.022 -0.071 -0.023 0.07
H 5.5419 0.1158 1.2800 0.078 -0.046 -0.082 0.10
H 4.4149 -1.1490 1.0418 -0.173 -0.029 -0.059 0.04
H 4.5088 0.8247 -0.5282 -0.262 -0.034 0.012 0.03
H 3.8633 1.8452 0.6318 -0.220 0.000 0.365 0.09
H 2.3327 3.1861 -2.3912 0.018 0.013 -0.083 0.10
H 0.9794 2.9202 -1.3366 -0.028 0.034 0.129 0.08
H 2.6381 3.2051 -0.6762 0.007 0.028 0.066 0.09
H 2.0883 -0.4461 -3.8451 -0.147 -0.010 0.074 0.08
H 3.0368 0.7277 -4.7929 0.083 -0.046 -0.017 0.08
H 1.4954 1.2043 -4.0543 -0.190 -0.146 0.072 0.10
H 1.4461 0.1975 1.5594 -0.011 0.044 0.245 0.10
H 0.5647 3.7223 0.3197 -0.152 -0.058 0.012 0.03
H 0.7655 1.7290 3.6453 -0.257 -0.251 -0.032 0.09
H -1.1632 2.3435 1.4553 0.281 0.283 0.044 0.11
H -0.8540 2.6018 -0.3145 0.113 0.209 0.071 0.10
H -3.0625 1.1608 1.0739 -0.035 -0.170 -0.044 0.11
H -2.6723 0.7168 -0.5567 0.116 0.110 -0.135 0.09
H -4.1926 2.9839 0.4725 -0.011 0.114 0.058 0.07
H -2.8558 3.6192 -0.4680 -0.014 0.077 -0.239 0.07
H -7.4991 0.5453 -0.7715 0.112 -0.217 -0.119 0.09
H -7.0948 1.8267 0.3530 -0.109 0.083 -0.105 0.12
H -7.2732 0.5046 2.2430 0.216 0.036 0.037 0.12
H -8.4930 -0.1291 1.1523 -0.086 0.091 0.069 0.12
H -6.5506 -1.8450 -0.5319 0.003 0.005 -0.093 0.11
H -5.5586 -2.6591 0.6962 -0.042 -0.099 0.024 0.13
H -4.1158 -1.0017 -0.3670 0.048 0.068 -0.032 0.11
H -4.4933 -0.5394 1.2834 0.168 0.005 -0.025 0.12
H 2.7332 -1.9091 2.0742 -0.004 0.283 0.000 0.09
H 2.9593 -3.2164 0.9326 -0.008 0.096 -0.252 0.11
H 0.5010 -3.8180 1.3270 -0.024 -0.018 -0.029 0.07
H 0.5191 -2.6787 2.6700 -0.096 0.091 0.078 0.07
H 1.6083 -4.0984 2.6696 0.018 0.042 0.117 0.08
H 5.1691 -4.1527 -1.5933 0.122 0.075 -0.003 0.07
H 4.7439 -3.5286 -3.1927 0.107 0.091 -0.004 0.07
H 3.9660 -4.9807 -2.5722 -0.070 -0.048 -0.012 0.04